1.
This record from the OMol25 dataset describes a structure of composition C40H39FIN7OS2Y in a non-equilibrium geometry. The level of theory is ωB97M-V with the def2-TZVPD basis set.

Element x y z (Å)
Y 0.244 0.320 0.405
C -2.922 -1.157 -0.203
N -2.442 -0.397 0.955
C -2.361 -1.275 2.129
C -1.668 -0.617 3.324
N -0.211 -0.589 3.193
C 0.352 -1.912 3.471
C 0.416 0.315 4.130
C -0.043 0.439 5.434
C 0.634 1.191 6.377
C 1.807 1.834 6.023
C 2.268 1.744 4.725
C 1.590 0.989 3.764
S 2.298 0.899 2.170
C -3.340 0.707 1.228
C -4.714 0.512 1.244
C -5.596 1.556 1.443
C -5.098 2.836 1.634
C -3.738 3.035 1.680
C -2.827 1.984 1.512
S -1.142 2.320 1.756
H -3.840 -1.720 0.012
H -3.127 -0.465 -1.022
H -2.166 -1.871 -0.524
H -3.378 -1.578 2.436
H -1.815 -2.176 1.839
H -2.017 0.413 3.423
H -1.981 -1.168 4.229
H -0.008 -2.300 4.440
H 0.087 -2.613 2.683
H 1.438 -1.837 3.505
H -0.935 -0.086 5.738
H 0.253 1.259 7.388
H 2.366 2.394 6.762
H 3.178 2.247 4.432
H -5.122 -0.482 1.113
H -6.660 1.372 1.459
H -5.777 3.670 1.750
H -3.327 4.016 1.856
C -0.733 -0.756 -4.090
C -0.516 -0.039 -2.785
N -0.238 -0.690 -1.686
N -0.129 -2.048 -1.779
C 0.182 -2.644 -0.646
O 0.309 -2.082 0.494
C 0.444 -4.093 -0.781
C 1.059 -4.793 0.255
C 1.363 -6.132 0.104
C 1.062 -6.783 -1.081
C 0.445 -6.092 -2.113
C 0.132 -4.757 -1.966
C -0.612 1.393 -2.685
C -0.931 2.207 -3.780
C -1.035 3.570 -3.625
C -0.816 4.107 -2.354
C -0.498 3.254 -1.323
N -0.360 1.933 -1.453
H -0.427 -1.791 -3.949
H -0.150 -0.306 -4.891
H -1.789 -0.733 -4.366
H 1.315 -4.264 1.164
H 1.855 -6.669 0.902
H 1.320 -7.824 -1.209
H 0.224 -6.596 -3.042
H -0.341 -4.201 -2.761
H -1.113 1.755 -4.742
H -1.265 4.211 -4.463
H -0.908 5.166 -2.175
H -0.332 3.643 -0.327
I 4.451 -4.788 -1.824
C 3.751 -3.040 -0.931
C 4.050 -2.578 0.334
N 3.362 -1.437 0.481
N 2.642 -1.145 -0.600
C 2.873 -2.101 -1.479
H 4.696 -2.975 1.092
H 3.278 -0.805 1.290
H 2.411 -2.114 -2.446
F 1.814 5.671 -5.417
C 1.949 4.754 -4.406
C 2.153 3.419 -4.728
C 2.295 2.501 -3.722
C 2.235 2.878 -2.350
C 2.336 1.939 -1.330
C 2.020 4.258 -2.082
C 1.906 5.183 -3.093
H 2.202 3.128 -5.766
H 2.467 1.462 -3.965
H 2.487 2.283 -0.314
H 2.677 0.945 -1.581
H 1.993 4.582 -1.051
H 1.763 6.231 -2.876

Calculated values
Total charge   -1
Orbital gap (spin up / spin down)   5.00 / 5.00 eV


2.
This record from the OMol25 dataset describes the molecule C5H7ClO in a non-equilibrium geometry. The level of theory is ωB97M-V with the def2-TZVPD basis set.

Element x y z (Å)
C 0.228 2.587 1.179
C -0.543 1.874 0.447
Cl -2.064 2.498 -0.038
C -0.378 0.390 -0.112
C 0.702 0.072 -0.867
O -1.377 -0.370 0.274
C -1.152 -1.771 0.288
H -0.091 3.501 1.481
H 1.243 2.145 1.458
H 0.675 -0.963 -1.281
H 1.498 0.731 -1.226
H -1.613 -2.258 -0.605
H -1.666 -2.170 1.103
H -0.181 -2.040 0.355

Calculated values
Orbital gap   9.95 eV
Structure (SMILES)   C=C(Cl)C(=C)OC


3.
This record from the OMol25 dataset describes a cluster of 2 separate species, ClHO3S in total in a non-equilibrium geometry. The level of theory is ωB97M-V with the def2-TZVPD basis set.

Element x y z (Å)
O -2.362 -1.149 -0.845
S -2.394 0.045 -0.084
O -1.735 1.235 -0.450
O -3.083 -0.056 1.177
Cl 0.273 -1.128 0.249
H -0.236 -2.309 0.484

Calculated values
Orbital gap   11.52 eV
Structure (SMILES)   O=S(=O)=O.Cl


4.
This record from the OMol25 dataset describes a structure of composition C15H31CdNO3P2 in a non-equilibrium geometry. The level of theory is ωB97M-V with the def2-TZVPD basis set.

Element x y z (Å)
P 0.195 -1.393 -6.622
P 0.010 1.794 -6.510
C -0.202 -0.475 -8.197
C 0.282 0.981 -8.168
H -1.292 -0.499 -8.318
H 0.232 -1.013 -9.050
H 1.359 1.016 -8.371
H -0.216 1.573 -8.948
C -1.593 2.662 -6.859
H -1.814 3.354 -6.040
H -2.409 1.934 -6.908
H -1.560 3.226 -7.800
C 1.163 3.234 -6.716
H 0.992 3.768 -7.659
H 2.198 2.878 -6.693
H 1.028 3.931 -5.884
C -0.968 -2.824 -6.837
H -0.769 -3.575 -6.065
H -0.867 -3.294 -7.823
H -1.998 -2.478 -6.712
C 1.769 -2.227 -7.148
H 2.577 -1.491 -7.209
H 1.666 -2.726 -8.119
H 2.052 -2.970 -6.395
Cd 0.000 0.000 0.000
C 0.664 1.530 -1.476
C -0.723 1.464 -1.554
C -1.501 0.746 -2.645
C -1.878 -0.708 -2.271
C -0.811 -1.443 -1.490
C 0.562 -1.368 -1.703
C 1.228 -0.585 -2.822
C 1.645 0.846 -2.403
C 0.084 -1.467 1.469
H 1.092 2.318 -0.860
H -1.284 2.187 -0.967
H -0.930 0.764 -3.578
H -2.424 1.303 -2.840
H -2.780 -0.690 -1.651
H -2.139 -1.270 -3.181
H -1.176 -2.268 -0.881
H 1.177 -2.122 -1.218
H 0.566 -0.549 -3.691
H 2.124 -1.126 -3.141
H 2.605 0.793 -1.878
H 1.815 1.461 -3.299
H 0.799 -1.202 2.254
H 0.359 -2.444 1.050
H -0.907 -1.555 1.933
O -1.026 -0.169 3.957
N 0.000 0.000 3.370
O 0.926 0.479 3.953
O 0.000 0.000 2.000

Calculated values
Orbital gap (spin up / spin down)   6.57 / 5.42 eV


5.
This record from the OMol25 dataset describes the molecule C21H31N5O3. The level of theory is ωB97M-V with the def2-TZVPD basis set.

Element x y z (Å)
C 2.535 6.841 -1.404
C 1.358 6.824 -0.434
C 1.126 5.503 0.322
C 1.668 5.497 1.755
C 1.567 4.028 2.144
C 2.108 3.302 0.896
O 3.518 3.238 0.960
C 1.590 1.865 0.806
O 2.364 0.923 0.931
N 0.269 1.691 0.611
C -0.314 0.364 0.535
C -0.009 -0.299 -0.806
N -0.511 -1.664 -0.853
C -1.842 -1.804 -1.049
O -2.585 -0.846 -1.217
C -2.436 -3.185 -1.058
C -3.124 -3.645 -2.170
C -3.762 -4.889 -2.153
N -3.786 -5.709 -1.105
C -3.136 -5.238 -0.054
C -2.448 -4.021 0.054
N -1.892 -3.896 1.315
C -2.247 -4.992 1.926
N -2.993 -5.849 1.170
C -3.556 -7.124 1.557
C 0.454 -2.768 -0.779
C 1.282 -2.689 0.497
C 1.329 -2.808 -2.030
C 1.699 4.211 -0.291
H 2.668 7.840 -1.821
H 3.470 6.561 -0.913
H 2.378 6.154 -2.237
H 1.484 7.621 0.304
H 0.456 7.081 -0.994
H 0.041 5.368 0.414
H 2.719 5.806 1.757
H 1.115 6.166 2.414
H 2.134 3.742 3.029
H 0.517 3.769 2.310
H 3.727 2.295 1.084
H -0.316 2.497 0.478
H 0.090 -0.245 1.343
H -1.391 0.447 0.667
H -0.463 0.282 -1.610
H 1.069 -0.316 -0.955
H -3.182 -3.029 -3.058
H -4.284 -5.233 -3.038
H -1.987 -5.238 2.945
H -3.168 -7.397 2.535
H -4.643 -7.065 1.602
H -3.278 -7.886 0.832
H -0.126 -3.687 -0.750
H 1.978 -3.528 0.534
H 1.869 -1.769 0.543
H 0.631 -2.742 1.370
H 1.980 -3.682 -1.998
H 0.717 -2.868 -2.931
H 1.969 -1.927 -2.103
H 0.992 3.729 -0.970
H 2.609 4.394 -0.858

Calculated values
Orbital gap   9.64 eV
Structure (SMILES)   CC[C@@H]1CC[C@@](O)(C(=O)NCCN(C(=O)c2ccnc3c2ncn3C)C(C)C)C1


6.
This record from the OMol25 dataset describes a cluster of 2 separate species, C5H17N3O in total in a non-equilibrium geometry. The level of theory is ωB97M-V with the def2-TZVPD basis set.

Element x y z (Å)
C 2.856 1.435 0.328
C 1.691 0.560 0.743
N 2.208 -0.554 1.575
C 0.893 0.213 -0.578
N -0.385 0.976 -0.586
C -1.375 0.471 -1.537
C -2.626 -0.093 -0.858
N -2.676 -1.434 -0.344
H 3.040 2.187 1.098
H 3.828 0.967 0.160
H 2.512 2.078 -0.525
H 0.937 1.114 1.302
H 2.777 -1.121 0.956
H 1.382 -1.049 1.889
H 0.582 -0.846 -0.412
H 1.389 0.174 -1.549
H -0.131 1.950 -0.674
H -1.063 -0.300 -2.255
H -1.791 1.354 -2.089
H -3.457 0.080 -1.560
H -2.793 0.643 -0.042
H -2.791 -2.107 -1.095
H -1.772 -1.701 0.035
O -0.898 -1.990 2.223
H -0.532 -1.348 1.596
H -1.805 -1.658 2.198

Calculated values
Orbital gap   9.84 eV
Structure (SMILES)   C[C@H](N)CNCCN.O